Model one:
This record from the OMol25 dataset describes 2 unconnected molecules or ions with the total composition CH5NOP2. The level of theory is wB97M-V/def2-TZVPD.

Values from the calculation:
charge = 0
Kohn-Sham gap = 8.2 eV
HOMO = -7.67 eV

CARTESIAN COORDINATES (ANGSTROEM)
P (0.684, -0.069, -0.423)
P (0.524, -1.963, -1.508)
O (-0.768, 0.427, -0.621)
N (-0.475, 1.231, 1.829)
C (-1.398, 1.293, 1.078)
H (0.959, -2.745, -0.437)
H (-2.400, 1.539, 0.819)
H (1.816, -1.864, -2.026)
H (-0.264, 1.512, 2.770)
H (1.321, 0.640, -1.481)

natural (NBO) charges, unit e, in atom order:
1 P 0.662
2 P -0.026
3 O -1.030
4 N -0.574
5 C 0.445
6 H -0.023
7 H 0.226
8 H -0.015
9 H 0.426
10 H -0.090


Model two:
This record from the OMol25 dataset describes CH5NOP2 in the gas phase. The level of theory is wB97M-V/def2-TZVPD.

Values from the calculation:
charge = 0
Kohn-Sham gap (spin up / spin down) = 7.7 / 7.6 eV
HOMO (spin up / spin down) = -8.92 / -8.51 eV

CARTESIAN COORDINATES (ANGSTROEM)
P (-1.386, -0.674, 0.683)
P (-0.173, -1.484, -1.015)
O (-0.905, 0.812, 0.836)
N (-0.943, -0.940, -2.194)
C (0.376, 1.359, 0.851)
H (1.055, -1.046, -0.808)
H (-0.076, -2.921, -0.959)
H (0.310, 2.481, 0.466)
H (1.042, 0.887, 0.277)
H (0.699, 1.526, 1.863)

natural (NBO) charges, unit e, in atom order:
1 P 0.711
2 P 0.888
3 O -0.788
4 N -0.952
5 C -0.237
6 H -0.112
7 H -0.073
8 H 0.194
9 H 0.177
10 H 0.192


Most stable: model one. Least stable: model two.


Model one:
This record from the OMol25 dataset describes a gas-phase ion, C9H14NOS (charge +1). The level of theory is wB97M-V/def2-TZVPD.

Values from the calculation:
charge = +1
SMILES = C[C@](O)(S)[C@@H]([NH3+])c1ccccc1
Kohn-Sham gap = 9.9 eV
HOMO = -12.93 eV

CARTESIAN COORDINATES (ANGSTROEM)
S (-2.364, -0.383, -2.672)
O (0.130, 0.648, -2.347)
N (-0.377, -1.984, -0.898)
C (-0.971, 0.445, -1.565)
C (-0.757, -0.745, -0.291)
C (-0.082, 0.190, 1.959)
C (0.223, -0.352, 0.749)
C (1.597, -0.479, 0.490)
C (0.822, 0.475, 2.946)
C (2.121, 0.314, 2.630)
C (2.520, -0.151, 1.452)
C (-1.526, 1.684, -0.920)
H (-0.821, -2.092, -1.897)
H (-2.465, 1.586, -0.541)
H (-1.736, 2.481, -1.560)
H (-1.096, 0.459, 2.277)
H (0.693, -1.860, -1.089)
H (-1.850, -0.816, 0.155)
H (2.838, 0.526, 3.462)
H (-0.369, -2.874, -0.417)
H (0.546, 0.817, 3.993)
H (-1.727, -0.256, -3.866)
H (-0.858, 1.964, -0.069)
H (3.483, -0.266, 1.179)
H (0.105, 1.492, -2.653)
H (1.920, -0.824, -0.507)

natural (NBO) charges, unit e, in atom order:
1 S -0.136
2 O -0.708
3 N -0.721
4 C 0.285
5 C -0.092
6 C -0.185
7 C -0.125
8 C -0.199
9 C -0.184
10 C -0.179
11 C -0.188
12 C -0.701
13 H 0.470
14 H 0.244
15 H 0.247
16 H 0.225
17 H 0.448
18 H 0.255
19 H 0.234
20 H 0.452
21 H 0.246
22 H 0.167
23 H 0.238
24 H 0.225
25 H 0.493
26 H 0.189


Model two:
This record from the OMol25 dataset describes a gas-phase ion, C9H14NOS (charge +1). The level of theory is wB97M-V/def2-TZVPD.

Values from the calculation:
charge = +1
SMILES = CC(=O)[C@@H](c1ccsc1)[NH+](C)C
Kohn-Sham gap = 9.8 eV
HOMO = -12.92 eV

CARTESIAN COORDINATES (ANGSTROEM)
S (-2.084, -1.778, -2.598)
O (2.225, -0.028, 0.751)
N (-0.218, 0.461, 1.388)
C (1.659, 0.411, -0.231)
C (0.105, 1.684, 2.155)
C (2.374, 0.949, -1.445)
C (0.114, 0.518, -0.060)
C (-0.570, -0.580, -0.888)
C (-0.174, -1.966, -0.834)
C (-1.503, -0.332, 1.530)
C (-0.938, -2.678, -1.697)
C (-1.454, -0.329, -1.871)
H (-1.458, -1.245, 1.092)
H (1.862, 0.599, -2.234)
H (-0.649, 2.349, 1.933)
H (2.305, 1.941, -1.357)
H (-0.703, -3.713, -1.679)
H (0.109, 1.498, 3.183)
H (3.318, 0.461, -1.368)
H (-1.943, 0.562, -2.317)
H (0.907, 2.126, 1.713)
H (0.592, -2.162, -0.161)
H (-2.339, 0.181, 1.199)
H (-1.809, -0.372, 2.596)
H (0.594, -0.145, 1.510)
H (-0.323, 1.587, -0.312)

natural (NBO) charges, unit e, in atom order:
1 S 0.521
2 O -0.548
3 N -0.367
4 C 0.624
5 C -0.386
6 C -0.682
7 C -0.163
8 C -0.132
9 C -0.293
10 C -0.408
11 C -0.383
12 C -0.371
13 H 0.242
14 H 0.238
15 H 0.216
16 H 0.244
17 H 0.260
18 H 0.244
19 H 0.259
20 H 0.260
21 H 0.228
22 H 0.231
23 H 0.229
24 H 0.236
25 H 0.456
26 H 0.244


Most stable: model one. Least stable: model two.


Model one:
This record from the OMol25 dataset describes 2 unconnected molecules or ions with the total composition C8H17NO. The level of theory is wB97M-V/def2-TZVPD.

Values from the calculation:
charge = 0
SMILES = C1CCNCC1.CC(C)=O
Kohn-Sham gap = 9.9 eV
HOMO = -8.99 eV

CARTESIAN COORDINATES (ANGSTROEM)
O (-2.517, -1.130, 0.431)
N (-0.617, 0.566, -0.213)
C (-0.377, -0.275, -1.387)
C (0.067, 1.854, -0.341)
C (-1.555, -0.163, 2.396)
C (1.573, 1.620, -0.393)
C (1.928, 0.695, -1.558)
C (-1.610, -1.144, 1.247)
C (-0.478, -2.142, 1.168)
C (1.110, -0.595, -1.481)
H (2.100, 2.589, -0.489)
H (1.694, 1.211, -2.509)
H (-0.200, 2.483, 0.530)
H (1.891, 1.158, 0.562)
H (-0.616, -2.812, 0.302)
H (3.011, 0.468, -1.556)
H (-2.419, 0.521, 2.360)
H (-0.695, 0.222, -2.324)
H (1.404, -1.171, -0.583)
H (-0.629, 0.434, 2.345)
H (1.302, -1.232, -2.366)
H (-0.241, 2.397, -1.255)
H (-0.970, -1.204, -1.282)
H (-0.443, -2.755, 2.085)
H (0.486, -1.618, 1.058)
H (-1.573, -0.702, 3.359)
H (-1.627, 0.724, -0.106)

natural (NBO) charges, unit e, in atom order:
1 O -0.604
2 N -0.651
3 C -0.233
4 C -0.218
5 C -0.728
6 C -0.407
7 C -0.401
8 C 0.642
9 C -0.734
10 C -0.407
11 H 0.209
12 H 0.194
13 H 0.197
14 H 0.196
15 H 0.231
16 H 0.209
17 H 0.229
18 H 0.165
19 H 0.193
20 H 0.242
21 H 0.211
22 H 0.163
23 H 0.223
24 H 0.230
25 H 0.238
26 H 0.226
27 H 0.386


Model two:
This record from the OMol25 dataset describes 3 unconnected molecules or ions with the total composition C8H17NO. The level of theory is wB97M-V/def2-TZVPD.

Values from the calculation:
charge = 0
SMILES = C/C=C(/C)O.[H]/N=C/C.C=C
Kohn-Sham gap = 8.6 eV
HOMO = -7.74 eV

CARTESIAN COORDINATES (ANGSTROEM)
O (0.808, -0.564, -0.867)
N (-1.683, -1.371, -0.474)
C (1.466, -2.319, 0.666)
C (2.804, 1.303, 0.106)
C (1.654, -0.923, 0.134)
C (-2.018, 1.774, -2.057)
C (-2.302, -0.564, 0.295)
C (-1.151, 1.850, -1.057)
C (2.568, -0.081, 0.622)
C (-1.649, -0.016, 1.513)
H (-0.303, 1.139, -0.990)
H (-0.172, -1.053, -0.788)
H (-0.567, -0.074, 1.436)
H (2.113, 1.533, -0.702)
H (-3.387, -0.439, 0.254)
H (-2.794, 2.508, -2.216)
H (0.418, -2.494, 0.910)
H (-1.141, 2.703, -0.390)
H (1.754, -3.044, -0.095)
H (-1.951, 1.023, 1.647)
H (-2.022, 0.934, -2.730)
H (3.823, 1.404, -0.273)
H (2.681, 2.043, 0.900)
H (-1.990, -0.573, 2.388)
H (3.208, -0.417, 1.425)
H (-2.232, -1.794, -1.215)
H (2.065, -2.486, 1.557)

natural (NBO) charges, unit e, in atom order:
1 O -0.781
2 N -0.681
3 C -0.665
4 C -0.637
5 C 0.324
6 C -0.397
7 C 0.232
8 C -0.413
9 C -0.310
10 C -0.695
11 H 0.240
12 H 0.498
13 H 0.247
14 H 0.221
15 H 0.168
16 H 0.189
17 H 0.210
18 H 0.189
19 H 0.216
20 H 0.232
21 H 0.187
22 H 0.208
23 H 0.203
24 H 0.240
25 H 0.194
26 H 0.365
27 H 0.216


Model three:
This record from the OMol25 dataset describes C8H17NO in the gas phase. The level of theory is wB97M-V/def2-TZVPD.

Values from the calculation:
charge = 0
SMILES = CC(C)(C)[C@@]1(C)CCON1
Kohn-Sham gap = 10.4 eV
HOMO = -9.60 eV

CARTESIAN COORDINATES (ANGSTROEM)
O (-2.699, 0.414, 0.505)
N (-1.427, 0.682, 1.062)
C (-1.288, -0.805, -0.969)
C (1.517, 1.083, 1.222)
C (-2.678, -0.792, -0.246)
C (-0.480, 0.266, -0.200)
C (0.945, -0.028, 0.321)
C (-0.472, 1.598, -1.029)
C (1.925, -0.186, -0.908)
C (1.121, -1.322, 1.072)
H (0.908, -2.279, 0.511)
H (-1.500, 1.962, -1.316)
H (-1.332, -0.584, -2.095)
H (-0.711, -1.812, -0.765)
H (0.463, -1.390, 1.963)
H (1.649, 0.657, -1.541)
H (-2.851, -1.629, 0.384)
H (1.665, 1.938, 0.640)
H (-3.505, -0.759, -1.057)
H (1.717, -0.994, -1.539)
H (0.121, 2.305, -0.372)
H (2.153, -1.525, 1.583)
H (3.018, -0.297, -0.614)
H (-1.369, -0.088, 1.788)
H (2.311, 0.729, 1.811)
H (0.049, 1.438, -2.020)
H (0.750, 1.420, 1.809)

natural (NBO) charges, unit e, in atom order:
1 O -0.410
2 N -0.321
3 C -0.481
4 C -0.608
5 C -0.083
6 C 0.167
7 C -0.086
8 C -0.641
9 C -0.611
10 C -0.618
11 H 0.210
12 H 0.236
13 H 0.227
14 H 0.219
15 H 0.199
16 H 0.210
17 H 0.171
18 H 0.208
19 H 0.196
20 H 0.202
21 H 0.219
22 H 0.223
23 H 0.218
24 H 0.318
25 H 0.215
26 H 0.202
27 H 0.221


Model four:
This record from the OMol25 dataset describes 2 unconnected molecules or ions with the total composition C8H17NO. The level of theory is wB97M-V/def2-TZVPD.

Values from the calculation:
charge = 0
SMILES = [H]/N=C(/C)C(C)=O.CC(C)C
Kohn-Sham gap = 10.2 eV
HOMO = -9.53 eV

CARTESIAN COORDINATES (ANGSTROEM)
O (-2.930, -0.161, 0.669)
N (-0.885, -0.999, -1.413)
C (-1.265, 0.178, -1.033)
C (2.269, 0.579, 1.794)
C (1.246, -1.719, 1.782)
C (2.403, -0.849, -0.268)
C (1.564, -0.479, 0.952)
C (-2.697, 0.362, -0.406)
C (-0.571, 1.424, -1.492)
C (-3.738, 1.038, -1.250)
H (3.231, 0.208, 2.166)
H (0.647, -1.462, 2.663)
H (2.161, -2.209, 2.134)
H (1.891, -1.595, -0.886)
H (-4.737, 0.739, -0.916)
H (2.475, 1.478, 1.202)
H (-0.445, 2.097, -0.639)
H (0.565, -0.039, 0.619)
H (-3.632, 2.123, -1.160)
H (0.684, -2.447, 1.187)
H (-1.155, 1.932, -2.263)
H (-1.508, -1.723, -1.032)
H (0.411, 1.180, -1.908)
H (2.614, 0.032, -0.884)
H (3.364, -1.288, 0.021)
H (1.661, 0.865, 2.659)
H (-3.619, 0.736, -2.296)

natural (NBO) charges, unit e, in atom order:
1 O -0.520
2 N -0.595
3 C 0.228
4 C -0.604
5 C -0.604
6 C -0.611
7 C -0.215
8 C 0.528
9 C -0.688
10 C -0.726
11 H 0.199
12 H 0.208
13 H 0.198
14 H 0.222
15 H 0.247
16 H 0.202
17 H 0.228
18 H 0.191
19 H 0.244
20 H 0.208
21 H 0.232
22 H 0.346
23 H 0.244
24 H 0.200
25 H 0.200
26 H 0.206
27 H 0.234


Most stable: model one. Least stable: model three.


Model one:
This record from the OMol25 dataset describes C3H11N3S in the gas phase. The level of theory is wB97M-V/def2-TZVPD.

Values from the calculation:
charge = 0
SMILES = CCSNN(C)N
Kohn-Sham gap = 9.0 eV
HOMO = -8.26 eV

CARTESIAN COORDINATES (ANGSTROEM)
S (-0.407, -2.066, 0.206)
N (-0.406, 0.353, -1.042)
N (-1.376, 0.390, -1.923)
N (0.407, -0.977, -0.894)
C (-0.374, 0.084, 1.979)
C (0.573, 1.344, -1.189)
C (0.339, -1.209, 1.660)
H (1.439, 1.047, -0.633)
H (0.096, 2.261, -0.773)
H (0.357, -1.535, -1.714)
H (-1.427, 0.040, 2.468)
H (0.754, 1.472, -2.381)
H (-1.835, -0.558, -1.929)
H (-0.920, 0.381, -2.842)
H (1.314, -0.870, 1.264)
H (-0.666, 0.769, 1.097)
H (0.147, 0.807, 2.628)
H (0.315, -1.922, 2.504)

natural (NBO) charges, unit e, in atom order:
1 S 0.324
2 N -0.153
3 N -0.603
4 N -0.650
5 C -0.664
6 C -0.415
7 C -0.534
8 H 0.230
9 H 0.213
10 H 0.342
11 H 0.208
12 H 0.136
13 H 0.359
14 H 0.287
15 H 0.234
16 H 0.249
17 H 0.212
18 H 0.227


Model two:
This record from the OMol25 dataset describes 2 unconnected molecules or ions with the total composition C3H11N3S. The level of theory is wB97M-V/def2-TZVPD.

Values from the calculation:
charge = 0
SMILES = N=C(N)N.CSC
Kohn-Sham gap = 9.1 eV
HOMO = -8.57 eV

CARTESIAN COORDINATES (ANGSTROEM)
S (-1.511, -2.139, 1.835)
N (-0.652, 1.521, -1.901)
N (1.388, 0.785, -2.822)
N (1.265, 1.622, -0.522)
C (-0.136, -1.439, 2.823)
C (0.617, 1.327, -1.789)
C (-1.557, -0.929, 0.466)
H (0.832, 1.187, 0.263)
H (-0.342, -0.405, 3.120)
H (0.773, 0.450, -3.617)
H (-1.883, 0.033, 0.871)
H (1.999, 0.078, -2.495)
H (-0.620, -1.000, -0.108)
H (0.781, -1.455, 2.217)
H (-2.328, -1.260, -0.211)
H (0.007, -2.053, 3.702)
H (2.271, 1.363, -0.554)
H (-0.903, 2.314, -1.278)

natural (NBO) charges, unit e, in atom order:
1 S 0.160
2 N -0.775
3 N -0.824
4 N -0.856
5 C -0.736
6 C 0.579
7 C -0.739
8 H 0.387
9 H 0.209
10 H 0.407
11 H 0.220
12 H 0.370
13 H 0.213
14 H 0.204
15 H 0.236
16 H 0.231
17 H 0.365
18 H 0.348


Most stable: model two. Least stable: model one.